Record 1
DFT (the ωB97M-V functional and the def2-TZVPD basis) results for a molecular structure, C41H42P2Ti.

The highest occupied orbital energy (alpha / beta) is -0.461 / -0.464 hartree. For the frontier orbital gap (alpha / beta), the calculation gives 3.1594 / 3.5746 eV. The net charge is +2. For the total energy, the calculation gives -84862.1932 eV. The calculation puts the molecular weight at 644.6 g mol⁻¹.

Cartesian coordinates (Å):
Ti 1.81698 3.29188 -1.90830
C 2.32642 -0.80759 0.90858
C 3.54552 -0.37395 0.48634
C 4.12288 -0.73954 -0.85128
C 3.52671 -0.76054 -2.33228
C 2.20039 -0.43246 -2.83846
C 1.19698 -1.25794 -2.51187
C 1.24321 -2.22099 -1.39170
C 1.57712 -1.90257 0.19291
C 0.04240 4.02617 -2.49984
H 1.80450 -0.21180 1.66207
H 4.02511 0.52989 0.85531
H 4.58282 -1.74423 -0.78622
H 4.98822 -0.04377 -0.94599
H 4.21059 -0.11859 -2.89595
H 3.62449 -1.77819 -2.73998
H 2.06654 0.62484 -3.20892
H 0.27059 -1.24045 -3.08755
H 1.90997 -3.06812 -1.58374
H 0.21463 -2.58809 -1.37110
H 0.57516 -1.99114 0.63764
H 2.13144 -2.82059 0.45899
H -1.04194 3.88945 -2.44228
H 0.33432 3.95916 -3.58533
H 0.38095 5.03022 -2.20677
P 5.14861 5.14115 -3.15478
P 3.77425 4.21586 -5.50473
C 6.06934 3.96564 -4.18499
C 5.40312 3.44765 -5.23981
C 6.47149 6.45866 -3.02501
C 7.84610 6.31447 -3.25670
C 8.74185 7.39100 -3.08662
C 8.29054 8.65162 -2.64783
C 6.89131 8.83151 -2.50483
C 6.00445 7.76045 -2.72751
C 5.12763 4.29152 -1.54675
C 3.96783 3.37714 -1.36252
C 3.56212 3.12108 0.01656
C 4.56009 3.28672 0.97635
C 5.74954 3.97260 0.75469
C 6.02893 4.51522 -0.50668
C 4.23989 5.27654 -6.96535
C 5.12742 6.36254 -6.76973
C 5.54852 7.11299 -7.86867
C 5.08054 6.81725 -9.15950
C 4.23227 5.72198 -9.38044
C 3.78428 4.98986 -8.26795
C 2.81925 2.88209 -6.32717
C 1.44793 3.09402 -6.59401
C 0.67700 2.07194 -7.15021
C 1.25092 0.83941 -7.48064
C 2.62391 0.64368 -7.29164
C 3.38589 1.65752 -6.69088
H 7.08912 3.69184 -3.91671
H 5.84189 2.76710 -5.97400
H 8.21674 5.34850 -3.59815
H 9.80997 7.22750 -3.26960
H 8.99853 9.47267 -2.41701
H 6.50723 9.81332 -2.17896
H 4.92106 7.91146 -2.64019
H 3.80365 2.56543 -2.28401
H 2.50086 3.10285 0.37395
H 4.31532 2.84722 1.94187
H 6.43147 4.07515 1.59143
H 6.97195 5.05411 -0.61112
H 5.50304 6.59256 -5.76697
H 6.22164 7.95847 -7.71907
H 5.35612 7.44678 -10.00573
H 3.88204 5.45467 -10.39403
H 3.07568 4.16346 -8.42575
H 0.99439 4.06203 -6.36962
H -0.38574 2.22452 -7.33200
H 0.66017 0.01643 -7.86442
H 3.12883 -0.28307 -7.58203
H 4.45162 1.51984 -6.50089
C -2.02140 -0.29640 0.85947
C -1.17881 0.65918 1.47339
C -0.26637 1.47594 0.70848
C -0.12793 1.33653 -0.65678
C -0.96820 0.41828 -1.22423
C -1.88739 -0.42001 -0.52253
H -2.79413 -0.85790 1.41927
H -1.27776 0.80077 2.56468
H 0.35980 2.15970 1.27580
H -0.91459 0.25879 -2.27339
H -2.54824 -1.13362 -1.03410


Record 2
DFT (the ωB97M-V functional and the def2-TZVPD basis) results for a gas-phase ion, C13H23NO2P (charge +1).

The highest occupied orbital energy is -0.420 hartree. For the frontier orbital gap, the calculation gives 6.3488 eV. The net charge is +1. The SMILES is COCCCCCCC[n+]1ccccc1[PH2]=O. For the total energy, the calculation gives -28719.0972 eV. The calculation puts the molecular weight at 256.3 g mol⁻¹.

Cartesian coordinates (Å):
C 4.53666 -0.60368 0.85702
O 4.08283 0.53365 0.11411
C 3.58697 0.18658 -1.17872
C 2.45862 1.21280 -1.62905
C 1.27803 1.05997 -0.58986
C 0.54014 2.40438 -0.20884
C -0.94926 2.02196 0.19686
C -1.07698 1.45557 1.66874
C -1.41037 -0.09244 1.78848
N -2.28648 -0.62733 0.71958
C -3.49097 0.02461 0.51137
C -4.45424 -0.35954 -0.49839
C -4.13293 -1.50612 -1.34766
C -2.86776 -2.20047 -1.11296
C -1.96079 -1.73376 -0.05070
P -0.38802 -2.71861 0.19312
O 0.86237 -1.90410 0.31667
H 5.65097 -0.71731 0.70227
H 4.32891 -0.39347 1.94570
H 4.00278 -1.55996 0.61497
H 4.41859 0.26374 -1.93717
H 3.19612 -0.87432 -1.22623
H 2.07680 0.83316 -2.61601
H 2.82814 2.26650 -1.66114
H 0.49883 0.37050 -1.03567
H 1.58611 0.55996 0.37206
H 0.57360 3.07923 -1.11038
H 1.06062 2.96787 0.61548
H -1.34933 1.35306 -0.60719
H -1.57671 2.96187 0.15786
H -0.06248 1.59102 2.14773
H -1.77655 2.05867 2.31649
H -1.98154 -0.21940 2.75613
H -0.45118 -0.64665 1.92621
H -3.70256 0.90515 1.17091
H -5.42247 0.15903 -0.66730
H -4.79425 -1.86846 -2.16456
H -2.58730 -3.07261 -1.74146
H -0.59541 -3.63384 1.27196
H -0.24946 -3.53724 -0.98043


Record 3
DFT (the ωB97M-V functional and the def2-TZVPD basis) results for a molecular structure, C46H104AsF18N5O18.

The highest occupied orbital energy is -0.228 hartree. For the frontier orbital gap, the calculation gives 5.7451 eV. For the total energy, the calculation gives -203437.0704 eV. The calculation puts the molecular weight at 1432.2 g mol⁻¹.

Cartesian coordinates (Å):
C 3.23012 -2.09479 5.99903
O 3.06650 -2.62791 4.73883
C 2.96305 -1.53107 3.80684
C 2.99400 -2.01451 2.41299
N 1.79213 -2.79160 2.07398
H 1.84613 -3.02531 1.08279
H 1.85828 -3.78557 2.38352
C 0.50690 -2.06800 2.19177
C -0.56844 -2.99528 1.72491
O -0.39626 -4.19441 2.52574
C -1.14298 -5.30234 1.89683
H 2.99439 -2.91712 6.66251
H 2.58043 -1.19166 6.11956
H 4.22485 -1.81444 6.29526
H 3.78093 -0.81619 3.88683
H 1.98729 -1.08922 4.01818
H 3.80111 -2.72969 2.23937
H 3.12765 -1.18280 1.70856
H 0.66895 -1.22257 1.51732
H 0.34299 -1.78314 3.20100
H -0.42610 -3.15114 0.66602
H -1.56244 -2.51039 1.81352
H -2.04243 -4.91951 1.42727
H -1.38256 -6.03360 2.62221
H -0.42875 -5.75045 1.20097
C -2.75706 5.12864 2.62819
O -1.52167 4.39774 2.76644
C -0.95456 4.13202 1.52481
C 0.28994 3.38673 1.70950
N 0.08738 2.05953 2.39362
H -0.74429 1.59032 2.06183
H 0.87984 1.44250 2.02006
C 0.17530 2.15334 3.93774
C -0.94407 1.44525 4.70658
O -0.55665 0.06448 4.61275
C -1.41592 -0.79244 5.31492
H -3.12569 5.30667 3.61800
H -3.42096 4.46413 2.03535
H -2.53758 5.96970 1.96410
H -0.76677 5.10084 1.00837
H -1.70389 3.59834 0.91656
H 0.96229 4.01195 2.32318
H 0.71835 3.09157 0.75451
H 0.17366 3.21164 4.17361
H 1.16231 1.70527 4.15904
H -1.84345 1.59298 4.13349
H -1.10255 1.79294 5.71990
H -1.16788 -1.85736 5.13675
H -2.46029 -0.68182 5.07107
H -1.34294 -0.59714 6.38794
C 3.89827 5.25063 -1.13026
O 4.10298 3.86302 -0.80843
C 3.37992 3.04210 -1.71811
C 4.10037 1.73115 -1.83128
N 4.41548 1.18245 -0.45450
H 3.47497 1.09526 0.02788
H 4.74796 0.24169 -0.61318
C 5.30052 1.85469 0.50803
C 5.30149 0.89838 1.71427
O 5.50251 -0.44285 1.23136
C 6.38440 -1.13643 2.16023
H 2.80227 5.47684 -0.91333
H 3.98803 5.40530 -2.18521
H 4.54187 5.83407 -0.47684
H 3.37789 3.54084 -2.66227
H 2.34168 2.98291 -1.46893
H 5.05910 1.80211 -2.38260
H 3.52615 0.94230 -2.31781
H 4.89489 2.81135 0.76839
H 6.31407 2.08094 0.13417
H 4.28496 0.99977 2.10182
H 6.04957 1.17792 2.48002
H 7.23224 -0.49336 2.36045
H 6.55608 -2.07726 1.65294
H 5.89131 -1.24889 3.11896
C -4.75591 -1.36715 8.77892
O -5.32355 -1.41849 7.45666
C -6.65065 -1.89304 7.40363
C -7.26311 -1.46948 6.07121
N -6.28403 -1.77979 4.99115
H -6.71676 -1.61678 4.02105
H -5.50391 -1.10122 4.95718
C -5.86561 -3.22480 4.99090
C -5.06652 -3.58920 3.79019
O -6.01443 -3.51014 2.72849
C -5.56174 -2.84294 1.53081
H -4.66055 -2.39561 9.19101
H -5.30294 -0.67025 9.46744
H -3.78656 -0.94604 8.63248
H -7.23322 -1.44593 8.23489
H -6.80789 -2.98236 7.46436
H -7.64660 -0.47823 6.06216
H -8.13258 -2.13916 5.86928
H -6.79261 -3.81040 4.93498
H -5.34442 -3.32895 5.93961
H -4.69213 -4.60697 3.94886
H -4.20122 -2.92073 3.60706
H -4.96330 -3.51336 0.89303
H -5.14549 -1.89908 1.76814
H -6.47798 -2.66964 0.98916
C 3.99934 -0.81620 -10.39309
O 3.73511 -0.14070 -9.20365
C 4.63570 -0.21399 -8.16202
C 4.31976 0.90097 -7.20062
N 3.07816 0.69614 -6.43896
H 2.61820 1.77807 -5.36653
H 2.28895 0.62835 -7.06965
C 3.03556 -0.54233 -5.64513
C 1.59882 -0.80843 -5.23332
O 0.85510 -0.87341 -6.45019
C -0.60267 -0.94841 -6.39615
H 4.84463 -0.36257 -10.95270
H 3.06243 -0.88181 -10.89923
H 4.07318 -1.86761 -10.16637
H 5.69934 -0.07738 -8.57853
H 4.68979 -1.23118 -7.72584
H 4.17937 1.77470 -7.90761
H 5.13636 1.07871 -6.50435
H 3.72672 -0.55707 -4.76788
H 3.36332 -1.36964 -6.27159
H 1.27007 0.09687 -4.69085
H 1.46335 -1.76048 -4.73010
H -0.89593 -0.69899 -7.41127
H -0.98014 -0.24561 -5.69485
H -1.02136 -1.89271 -5.99460
C -4.24670 1.53118 -3.16246
O -2.93297 2.07898 -2.36982
O -4.58092 2.08724 -4.25024
C -3.96924 -0.02044 -3.21920
F -3.22137 -0.42061 -4.15243
F -3.46100 -0.61723 -2.14673
F -5.19126 -0.57707 -3.35441
C -3.36379 2.94081 -1.32436
C -4.02296 4.22431 -1.87449
H -3.45902 4.64941 -2.67831
H -4.89434 3.87872 -2.47014
H -4.35646 5.02179 -1.16721
H -2.46637 3.26522 -0.76635
H -4.11326 2.51888 -0.61692
H -5.00451 1.62002 -2.27954
C 0.81836 0.51348 -0.30297
O -0.34500 0.46115 0.36810
O 1.74972 0.94789 0.65336
C 1.31104 -0.72883 -0.99433
F 2.71030 -0.75858 -0.73572
F 0.86120 -1.81957 -0.36263
F 1.21993 -0.67423 -2.27401
C -1.51735 0.09319 -0.40675
C -2.72138 0.04441 0.52643
H -2.53855 -0.68254 1.32448
H -3.02081 0.92720 1.02463
H -3.61516 -0.17619 -0.01116
H -1.36685 -0.89254 -0.82052
H -1.70886 0.84907 -1.17425
H 0.75059 1.17704 -1.19388
C 2.87371 -4.70619 -3.21612
O 2.84329 -4.18978 -1.80603
O 3.50144 -5.77042 -3.36895
C 1.39607 -4.81356 -3.63002
F 0.63085 -3.87933 -3.10683
F 1.22316 -4.66892 -5.04784
F 0.77934 -6.01191 -3.46869
C 3.77999 -5.11456 -1.13293
C 4.00787 -4.47626 0.26511
H 4.63290 -3.56577 0.17172
H 3.09020 -4.32557 0.79731
H 4.53399 -5.14085 0.98320
H 4.77998 -5.26602 -1.57744
H 3.37543 -6.09138 -1.07542
H 3.21028 -3.78036 -3.99782
C 2.19519 3.66313 -4.68208
O 1.54347 4.11027 -3.54901
O 2.46393 2.34369 -4.52839
C 1.45535 4.14078 -5.99850
F 2.41962 4.41794 -6.91396
F 0.59504 3.25985 -6.57092
F 0.75416 5.19782 -5.71277
C 0.23106 3.51093 -3.25512
C -0.50218 4.42058 -2.26200
H -1.44914 3.91866 -1.98676
H 0.27708 4.57050 -1.44674
H -0.65656 5.42198 -2.67554
H 0.48901 2.57939 -2.75365
H -0.31357 3.33288 -4.16635
H 3.17587 4.27369 -4.81044
As -5.74403 1.20896 3.18702
F -6.97199 2.32722 3.07663
F -6.04569 0.89847 4.89719
F -4.43877 -0.09042 3.31655
F -5.37019 1.45833 1.44868
F -4.52762 2.40437 3.57727
F -6.88853 -0.06606 2.77390


Record 4
DFT (the ωB97M-V functional and the def2-TZVPD basis) results for a molecular structure, C14H24Br12FN4.

The highest occupied orbital energy is -0.444 hartree. For the frontier orbital gap, the calculation gives 8.4806 eV. The net charge is +1. For the total energy, the calculation gives -864084.5871 eV. The calculation puts the molecular weight at 1226.2 g mol⁻¹.

Cartesian coordinates (Å):
C 2.48947 0.98525 2.20981
C 2.84761 -0.17785 1.68637
C 2.47642 -0.44462 0.22348
N 2.47054 -1.88293 -0.14636
C 3.30149 -2.81936 0.60202
C 2.24254 -3.46901 1.46345
F 2.57647 -4.53560 2.21880
N 1.08885 -3.54232 0.58801
C -0.22221 -3.71436 1.21769
C -0.78142 -2.44073 1.92833
C -2.31910 -2.54731 2.06336
C -3.12971 -1.82305 0.94981
N -2.31068 -1.19366 -0.10908
C 1.24527 -2.54056 -0.32919
N 0.45395 -2.18850 -1.31876
H 2.34310 1.88269 1.53454
H 2.34480 1.13446 3.28062
H 3.42220 -0.84311 2.33210
H 1.45507 -0.06317 0.08819
H 3.18763 0.07697 -0.43284
H 4.24032 -2.49196 1.04223
H 3.50715 -3.59632 -0.16553
H 1.95564 -2.69898 2.20820
H -0.95042 -4.17373 0.53802
H -0.06776 -4.44798 2.02610
H -0.41627 -1.49618 1.50010
H -0.37529 -2.47825 2.95611
H -2.58241 -2.07962 3.02577
H -2.57563 -3.61424 2.12591
H -3.71477 -1.03158 1.43540
H -3.87094 -2.50413 0.50158
H -2.91208 -1.15521 -0.92225
H -2.15017 -0.23097 0.15694
H 0.06077 -1.26149 -1.27999
H 0.22586 -2.79939 -2.07920
C 0.31204 3.66982 -0.69688
Br 2.05347 3.25165 0.04292
Br -0.58263 2.09503 -1.37358
Br -0.74065 4.68939 0.55846
H 0.47949 4.31335 -1.55055
C -4.72384 3.27236 2.23793
Br -4.65103 5.18625 2.00049
Br -5.90197 2.45068 0.95036
Br -2.94463 2.49840 2.23489
H -5.14676 3.08893 3.21568
C 3.21248 -0.64064 -5.37111
Br 2.52768 0.72414 -4.17393
Br 4.67690 0.02509 -6.43031
Br 3.69733 -2.27039 -4.45025
H 2.41408 -0.89035 -6.05588
C -2.09531 6.97310 -2.96367
Br -2.25234 8.59242 -1.92837
Br -0.24686 6.45913 -3.21410
Br -3.14304 5.53764 -2.20794
H -2.50074 7.18086 -3.94391